No. 1
46
Properties=species:S:1:pos:R:3:nbo_charge:R:1 method="wB97M-V/def2-TZVPD" homo_energy_ev=-8.81 spin_multiplicity=1 de_lowest_ev=0.000 e_lumo_ha=0.01525 energy_ha=-1701.92391 orbital_gap_ev=9.2
S -2.58690 2.49683 0.47666 2.167
F 7.46141 0.91395 -0.31506 -0.325
O 1.10191 -2.37845 -1.08188 -0.620
O -3.31236 -3.34094 0.87421 -0.497
O -3.83155 3.21342 0.53410 -0.937
O -1.53802 2.88579 1.37816 -0.942
O -0.38858 0.85631 -0.93747 -0.414
N 1.43544 -0.64915 0.34903 -0.598
C -1.83752 0.43456 -2.57412 -0.298
C 4.34859 -0.89874 -0.53243 -0.176
C 0.85110 -1.24584 -0.71495 0.625
C 4.56840 0.04760 1.66171 -0.191
C -1.40452 1.36252 -1.66469 0.283
C 5.56565 -0.35683 -0.89944 -0.278
C -3.93989 0.16299 -0.02177 -0.155
C -0.16634 -0.40920 -1.37294 0.166
C 5.79170 0.59323 1.31294 -0.280
C -4.32845 -4.03103 0.18171 -0.256
C -1.93122 2.67262 -1.26418 -0.675
C 2.49548 -1.28173 1.10393 -0.245
C -4.12343 -1.20753 0.03129 -0.328
C -2.88485 0.74115 0.65271 -0.376
C -2.00634 -0.02761 1.39661 -0.164
C -3.23701 -1.99853 0.76380 0.412
C 6.27082 0.38266 0.03368 0.400
C -1.03230 -0.70909 -2.39087 -0.229
C -2.18064 -1.39189 1.45501 -0.275
C 3.84176 -0.70319 0.74812 -0.059
H -4.61779 0.79156 -0.57735 0.234
H 5.97230 -0.50180 -1.88766 0.231
H -1.07584 -1.63454 -2.92600 0.245
H -4.25190 -3.87592 -0.89838 0.179
H -2.62458 0.56154 -3.28844 0.234
H -5.32287 -3.73231 0.52684 0.179
H -1.16195 3.43659 -1.18625 0.265
H 3.78159 -1.48410 -1.24056 0.229
H -2.75051 2.99956 -1.89411 0.261
H 2.46178 -2.34341 0.84178 0.245
H 2.29631 -1.16305 2.17249 0.202
H -4.95131 -1.64805 -0.50006 0.224
H -4.17067 -5.08436 0.40616 0.207
H 1.22345 0.31729 0.54301 0.411
H -1.51262 -2.02196 2.01943 0.232
H 4.18151 0.20529 2.65770 0.214
H 6.36920 1.17482 2.01384 0.230
H -1.20280 0.46595 1.91936 0.245

---

No. 2
44
Properties=species:S:1:pos:R:3:nbo_charge:R:1 method="wB97M-V/def2-TZVPD" homo_energy_ev=-9.21 spin_multiplicity=1 de_lowest_ev=2.749 e_lumo_ha=-0.04567 energy_ha=-1142.42434 orbital_gap_ev=8.0
O -1.64082 -1.76952 -1.65934 -0.520
O 3.57723 -2.33961 -1.28041 -0.513
N -0.30289 1.05206 0.00178 -0.435
N 2.67162 1.32406 -1.98761 -0.415
N 2.27030 -4.40070 -2.38572 -0.773
N -3.50185 2.38788 2.32157 -0.358
C -3.33351 1.25356 2.27564 0.308
C -1.45344 2.51078 -2.06769 -0.164
C 4.18621 1.51867 0.33122 -0.165
C 4.19489 2.54135 -0.60672 -0.253
C 2.40783 -2.14089 -1.53867 0.499
C 1.55376 -3.28023 -2.03230 0.166
C -0.81422 1.31073 -2.32405 -0.219
C -3.10264 -0.18742 2.19101 -0.521
C -3.82145 -0.95668 3.30371 -0.378
C 2.66310 0.35013 -1.07934 0.153
C 3.42558 2.39403 -1.75056 0.040
C -1.52986 2.96593 -0.75760 -0.251
C -0.25376 0.61760 -1.25489 0.179
C -0.94142 2.19795 0.23760 0.039
C 0.21950 -3.13544 -2.11190 -0.365
C 3.41333 0.39671 0.09147 -0.212
C 1.77126 -0.80661 -1.37223 -0.018
C -0.42870 -1.87531 -1.75153 0.503
C 0.44329 -0.67945 -1.47787 -0.027
C -3.31196 -0.59520 4.69342 -0.613
H -0.73691 0.91498 -3.32896 0.223
H -3.43038 -0.52444 1.20615 0.261
H -1.00574 2.51142 1.27146 0.206
H 3.18543 -4.42063 -1.95171 0.404
H -0.42295 -3.95490 -2.41115 0.227
H 1.77361 -5.26953 -2.24856 0.385
H 4.77472 1.60273 1.23579 0.219
H 4.78918 3.43040 -0.44397 0.220
H -1.89358 3.08436 -2.87373 0.218
H -2.02478 -0.35798 2.23658 0.253
H -3.48842 0.45805 4.91651 0.215
H -3.67797 -2.02241 3.11888 0.209
H -2.05000 3.87878 -0.50088 0.228
H -4.89396 -0.76515 3.23934 0.207
H -2.23965 -0.78208 4.77700 0.203
H 3.41331 3.16963 -2.50782 0.195
H 3.38277 -0.42011 0.79922 0.225
H -3.81604 -1.18748 5.45684 0.215